{
  "formula": "C7H10",
  "method": "wB97M-V/def2-TZVPD",
  "gap_ev": 9.7,
  "smiles": "C=C1[C@H]2C[C@@H]12.C=C",
  "elements": ["C", "C", "C", "C", "C", "H", "H", "H", "H", "H", "H", "C", "C", "H", "H", "H", "H"],
  "positions_angstrom": [[0.57180, -2.06782, -0.79524], [1.02425, -1.11026, -0.00026], [2.11071, -0.20318, 0.32006], [1.31896, 0.92365, 0.90131], [0.97009, -0.47369, 1.30520], [-0.31289, -2.64108, -0.53491], [1.07738, -2.30463, -1.72603], [3.16745, -0.40806, 0.43222], [0.62989, 1.48339, 0.26855], [1.83123, 1.52291, 1.65406], [1.01618, -0.91833, 2.29084], [-1.99256, 0.42015, -0.63787], [-2.49135, 1.64774, -0.73125], [-1.63212, -0.12444, -1.50679], [-1.90654, -0.09270, 0.31772], [-2.57101, 2.16056, -1.68689], [-2.84305, 2.19035, 0.14314]],
  "atomic_forces_ev_per_a": [[0.0, 0.1, 0.1], [0.0, -0.1, 0.0], [0.3, 0.0, -0.2], [0.0, 0.2, 0.0], [-0.2, -0.2, 0.2], [0.1, 0.1, 0.0], [-0.1, 0.1, 0.1], [-0.2, 0.0, 0.0], [0.1, -0.1, 0.1], [-0.1, -0.1, -0.1], [0.0, 0.1, -0.2], [-0.1, 0.1, 0.0], [0.0, -0.1, 0.0], [-0.1, 0.1, 0.1], [0.0, 0.1, -0.1], [0.0, -0.1, 0.1], [0.1, -0.1, -0.1]]
}



{
  "formula": "C6H15NO3",
  "method": "wB97M-V/def2-TZVPD",
  "gap_ev": 9.7,
  "smiles": "CCC(=O)O.NCCCO",
  "elements": ["C", "C", "C", "O", "O", "H", "H", "H", "H", "H", "H", "N", "C", "C", "C", "O", "H", "H", "H", "H", "H", "H", "H", "H", "H"],
  "positions_angstrom": [[-4.80940, -0.89056, -1.76235], [-3.59405, -1.06458, -0.84923], [-2.28336, -0.94551, -1.59565], [-1.81214, -1.86704, -2.23070], [-1.87859, 0.44774, -2.01661], [-4.83107, 0.11312, -2.20759], [-4.80353, -1.62824, -2.57562], [-5.73210, -1.02339, -1.18352], [-3.61564, -0.32150, -0.04043], [-3.60780, -2.05676, -0.38112], [-2.43996, 1.09344, -1.57269], [-0.39460, -0.11429, 0.24796], [0.98609, -0.57240, 0.26434], [1.77322, -0.08336, -0.94569], [3.20162, -0.58865, -0.95773], [3.86221, -0.07083, -2.10026], [-0.77078, 0.03295, 1.17800], [-0.60454, 0.81056, -0.38644], [1.51112, -0.26893, 1.18874], [0.97180, -1.67392, 0.26456], [1.25870, -0.40046, -1.86420], [1.78060, 1.01863, -0.95398], [3.72036, -0.27191, -0.03665], [3.20607, -1.69150, -0.97739], [4.76419, -0.39922, -2.12128]],
  "atomic_forces_ev_per_a": [[0.0, 0.1, -0.3], [0.5, 0.3, 1.0], [0.3, 0.6, -3.6], [-0.2, 1.9, 1.7], [-0.8, -2.6, 0.7], [0.0, -0.3, 0.1], [0.0, 0.2, 0.2], [0.3, 0.0, -0.1], [-0.1, -0.1, -0.1], [0.1, 0.2, -0.2], [-0.2, -0.1, 0.1], [-1.2, 2.8, -1.7], [0.4, -0.1, 0.2], [-0.3, 0.2, -0.2], [0.0, -0.3, 0.3], [-0.1, 0.1, -0.1], [0.2, 0.1, -0.1], [1.2, -3.1, 2.3], [-0.1, 0.0, -0.2], [0.1, 0.2, 0.0], [0.1, 0.0, 0.2], [0.0, -0.2, 0.0], [-0.1, 0.0, -0.1], [0.0, 0.2, 0.0], [0.0, 0.0, 0.0]]
}



{
  "formula": "C4H13N2O",
  "method": "wB97M-V/def2-TZVPD",
  "total_charge": 1,
  "gap_ev": 11.4,
  "elements": ["C", "C", "C", "C", "N", "N", "H", "H", "H", "H", "H", "H", "H", "H", "H", "H", "H", "H", "H", "O"],
  "positions_angstrom": [[1.25181, -0.80379, 1.13844], [1.55868, 0.41175, 0.24659], [0.63097, 1.58005, 0.44176], [-1.15662, 1.90807, -1.01675], [-0.72411, 1.27585, -0.00769], [-0.24858, -1.10981, 1.01540], [1.31897, -0.45609, 2.16801], [1.84121, -1.68183, 0.88095], [2.61055, 0.65210, 0.45123], [1.62243, 0.17504, -0.82564], [0.66068, 1.98935, 1.45685], [1.06712, 2.37978, -0.16798], [-0.46670, 2.55592, -1.55727], [-2.09119, 1.64215, -1.48185], [-0.44932, -1.63636, 0.16154], [-0.53970, -1.59108, 1.86075], [-0.74993, -0.18761, 0.86106], [-2.78976, -2.21317, -1.72805], [-1.50696, -2.78645, -2.24409], [-1.83957, -2.10386, -1.65322]],
  "atomic_forces_ev_per_a": [[-1.3, 1.2, -0.6], [1.0, -1.2, -0.2], [0.8, 1.3, -0.5], [1.0, -0.9, -0.1], [-0.3, 0.3, 0.3], [1.0, -0.1, -0.1], [0.6, -0.4, 0.1], [-0.1, 0.0, 0.4], [-0.3, 0.4, 0.3], [-0.5, -0.3, 0.2], [-0.4, -0.4, 0.1], [-0.2, 0.2, 0.0], [-0.3, 0.5, 0.0], [-0.4, 0.1, 0.2], [-0.3, -0.3, 0.1], [-0.4, -0.2, -0.2], [-0.2, -0.2, 0.0], [-0.3, 0.1, 0.1], [0.2, 0.0, -0.1], [0.3, -0.1, 0.1]]
}



{
  "formula": "C26H47FN6O3",
  "method": "wB97M-V/def2-TZVPD",
  "gap_ev": 8.2,
  "smiles": "[H]/N=C\\Cc1cc(C[C@H](C)F)c2ncc(COCCC)nc2c1CN.COC[C@@H](C)N.COC[C@@H](C)N",
  "elements": ["H", "N", "C", "C", "C", "C", "C", "C", "C", "C", "F", "C", "N", "C", "C", "C", "O", "C", "C", "C", "N", "C", "C", "C", "N", "H", "H", "H", "H", "H", "H", "H", "H", "H", "H", "H", "H", "H", "H", "H", "H", "H", "H", "H", "H", "H", "H", "H", "H", "C", "O", "C", "C", "C", "N", "H", "H", "H", "H", "H", "H", "H", "H", "H", "H", "H", "C", "O", "C", "C", "C", "N", "H", "H", "H", "H", "H", "H", "H", "H", "H", "H", "H"],
  "positions_angstrom": [[1.41904, 1.61811, -4.40295], [2.14058, 1.99020, -3.78422], [1.67975, 2.15470, -2.62006], [0.26756, 1.85231, -2.20637], [0.19945, 0.91131, -1.02492], [-0.24670, -0.39991, -1.31244], [-0.32122, -1.40329, -0.36863], [-0.77863, -2.79905, -0.71482], [-0.39001, -3.27032, -2.11156], [-1.58167, -3.39332, -3.03931], [0.18949, -4.53980, -2.00527], [0.03485, -1.10040, 0.97337], [-0.06418, -2.07012, 1.92848], [0.30242, -1.70994, 3.12299], [0.76291, -0.41765, 3.44793], [1.21162, -0.08884, 4.85469], [2.46146, 0.57692, 4.83834], [3.56565, -0.26099, 5.10601], [3.93277, -1.15612, 3.94284], [4.28100, -0.36227, 2.68909], [0.83945, 0.52711, 2.55779], [0.47682, 0.20375, 1.28213], [0.56323, 1.21724, 0.27441], [1.06938, 2.57529, 0.72067], [0.21305, 3.72319, 0.39772], [2.38032, 2.55001, -1.89564], [-0.25825, 2.77721, -2.00133], [-0.24679, 1.37329, -3.03542], [-0.53214, -0.63655, -2.32787], [-1.84925, -2.89779, -0.55170], [-0.31049, -3.48959, -0.02195], [0.39016, -2.63653, -2.52319], [-2.20615, -2.51140, -2.94026], [-2.15514, -4.25395, -2.71384], [-1.28970, -3.55913, -4.06877], [0.25390, -2.45300, 3.90881], [1.26664, -1.00254, 5.44557], [0.49786, 0.59636, 5.30122], [4.40471, 0.40606, 5.30021], [3.41080, -0.83746, 6.02120], [3.10257, -1.82355, 3.70558], [4.76468, -1.80913, 4.19586], [5.29835, 0.02185, 2.75080], [4.22772, -0.97399, 1.79473], [3.62462, 0.49429, 2.57336], [2.04466, 2.74617, 0.27060], [1.24561, 2.58729, 1.78506], [-0.74241, 3.46549, 0.21400], [0.58934, 4.30426, -0.33136], [2.67996, 7.53724, 1.71304], [2.73167, 6.12384, 1.72297], [3.53046, 5.55325, 2.74140], [2.84418, 5.45621, 4.11255], [2.75373, 6.78619, 4.85529], [1.50463, 4.87003, 4.01728], [3.63277, 7.97703, 2.02195], [1.87754, 7.91316, 2.35191], [2.46646, 7.85001, 0.69088], [3.74876, 4.53721, 2.40115], [4.49152, 6.08110, 2.81363], [3.45740, 4.78516, 4.72156], [1.96184, 7.42105, 4.45963], [2.52786, 6.61102, 5.90685], [3.69554, 7.33662, 4.80023], [1.58359, 3.93304, 3.63057], [0.99267, 5.38904, 3.30800], [-6.52857, -5.82185, -7.12776], [-6.66450, -4.70545, -6.26835], [-6.71047, -5.00295, -4.88720], [-5.34132, -5.21440, -4.22573], [-4.69826, -6.56035, -4.54654], [-4.39284, -4.14568, -4.55582], [-7.05744, -6.69566, -6.73669], [-5.47887, -6.07375, -7.29528], [-6.96616, -5.55048, -8.08803], [-7.17947, -4.13214, -4.42148], [-7.37306, -5.85976, -4.70520], [-5.51029, -5.18397, -3.14495], [-4.26205, -6.57606, -5.54472], [-3.89271, -6.76781, -3.84234], [-5.42418, -7.37275, -4.47586], [-4.76869, -3.25707, -4.23597], [-4.37135, -4.05685, -5.56859]],
  "atomic_forces_ev_per_a": [[0.0, 0.0, -0.1], [0.1, 0.0, -0.1], [0.0, 0.0, -0.5], [0.1, -0.1, 0.4], [-0.1, -0.3, 0.5], [0.0, -0.6, 0.7], [-0.2, 0.2, -0.4], [0.5, 0.0, 0.1], [-0.4, 0.1, -0.2], [0.4, -0.1, 0.4], [0.1, -0.2, 0.0], [-0.1, 0.0, -0.4], [0.2, 0.4, -0.1], [-0.1, -0.4, 0.1], [0.1, 0.3, 0.2], [0.4, 0.2, -0.5], [-0.2, 0.0, 0.4], [0.5, 0.0, 0.0], [-0.3, -0.2, -0.6], [0.3, 0.1, 0.1], [-0.2, -0.2, -0.3], [0.0, 0.2, 0.0], [0.0, 0.2, 0.1], [-0.1, 0.5, -0.5], [0.1, -0.1, 0.2], [0.0, 0.1, 0.4], [0.0, 0.3, 0.1], [0.0, 0.0, -0.2], [0.0, 0.1, -0.1], [-0.2, 0.0, 0.0], [0.0, -0.1, 0.2], [0.1, 0.1, -0.1], [-0.1, 0.2, -0.2], [-0.2, -0.1, 0.0], [0.0, 0.1, -0.2], [0.0, -0.2, 0.1], [-0.1, -0.1, 0.2], [-0.2, 0.1, 0.1], [0.0, 0.2, 0.1], [-0.2, -0.1, 0.1], [-0.1, -0.1, 0.1], [0.1, 0.0, 0.3], [0.1, 0.1, 0.0], [-0.1, -0.1, -0.1], [-0.2, 0.0, -0.1], [0.2, 0.1, -0.1], [0.0, -0.3, 0.2], [-0.1, 0.0, -0.1], [-0.1, 0.0, -0.2], [-0.1, -0.1, -0.1], [0.1, 0.1, 0.0], [0.1, -0.2, 0.1], [-0.2, 0.2, -0.1], [0.1, 0.0, 0.1], [0.2, -0.1, -0.1], [0.0, 0.0, 0.0], [0.1, 0.1, 0.1], [0.0, 0.0, 0.0], [-0.1, 0.0, 0.0], [0.0, 0.1, 0.0], [0.0, 0.0, -0.1], [0.0, 0.0, -0.1], [0.0, 0.0, 0.0], [0.0, 0.0, 0.0], [-0.1, -0.1, 0.1], [-0.1, 0.0, 0.0], [0.0, 0.2, -0.1], [0.0, -0.1, 0.0], [-0.1, 0.1, 0.2], [0.1, -0.1, -0.2], [0.0, -0.1, 0.1], [-0.2, 0.1, 0.0], [0.0, 0.0, 0.0], [0.0, -0.1, 0.0], [0.0, 0.0, 0.0], [0.0, 0.0, 0.0], [0.1, -0.1, 0.0], [-0.1, 0.0, 0.0], [0.0, 0.0, 0.0], [0.0, 0.0, 0.0], [0.0, 0.0, 0.0], [0.1, 0.0, 0.1], [0.1, 0.0, 0.0]]
}



{
  "formula": "C7H9NO2",
  "method": "wB97M-V/def2-TZVPD",
  "gap_ev": 9.0,
  "elements": ["C", "C", "C", "C", "C", "C", "C", "H", "H", "H", "H", "H", "H", "H", "H", "H", "N", "O", "O"],
  "positions_angstrom": [[0.00530, 0.09451, -1.85929], [-0.86586, -1.27298, -2.07544], [-0.68140, -1.12363, 1.72920], [-1.22945, 0.00208, 1.21276], [-0.49019, 1.05404, 0.90025], [0.79971, 1.07009, 1.13126], [1.26044, 0.04895, 1.97300], [1.31227, 1.34462, -2.36613], [-1.38046, -1.35667, -1.07702], [-1.53886, -1.27731, -2.90898], [-0.01992, -1.97183, -2.03646], [-1.44341, -2.07347, 1.69031], [-2.26426, -0.23286, 0.72737], [-0.97359, 1.86022, 0.28117], [1.55272, 1.79228, 0.61518], [2.35136, -0.08463, 2.09579], [0.57891, -1.09605, 2.14962], [-0.01227, 0.66653, -0.79759], [0.70733, 0.63767, -2.96977]],
  "atomic_forces_ev_per_a": [[-1.7, -0.7, -2.4], [2.4, 2.3, 2.6], [-1.0, -1.8, 0.4], [-5.2, -2.8, -0.2], [-4.2, 4.6, 0.2], [5.9, 1.3, 3.5], [1.2, -0.9, -2.3], [-2.2, -2.3, -2.8], [0.3, 0.0, -1.3], [0.1, -0.1, -0.5], [-0.7, -0.5, -0.6], [2.6, 1.9, 0.6], [1.6, 1.3, 1.1], [0.3, -0.4, 1.6], [-1.6, -1.1, 1.5], [-0.6, 0.4, 0.6], [-0.2, -0.8, 0.9], [1.8, -1.5, -7.5], [1.3, 1.2, 4.8]]
}



{
  "formula": "C2H3ClN2O",
  "method": "wB97M-V/def2-TZVPD",
  "gap_ev": 12.1,
  "elements": ["C", "C", "N", "N", "O", "Cl", "H", "H", "H"],
  "positions_angstrom": [[-1.04690, -1.02386, -0.28852], [-0.75508, 0.65372, 0.72618], [-0.42851, -0.57058, 0.81291], [-1.60196, -0.15396, -1.01416], [-1.46174, 1.01537, -0.29707], [3.26072, 0.85212, -0.08829], [-1.17532, -2.14141, -0.67313], [3.71323, -0.14261, -0.50107], [-0.50445, 1.51121, 1.32315]],
  "atomic_forces_ev_per_a": [[-0.1, -5.0, -1.7], [0.9, 2.5, 1.7], [0.4, -0.7, 1.2], [-2.0, 0.9, -1.9], [-0.2, -0.1, -1.1], [-1.9, 4.2, 1.7], [0.8, 2.6, 1.2], [1.9, -4.1, -1.7], [0.3, -0.2, 0.7]]
}



{
  "formula": "C21H37N3O7PtSSi",
  "method": "wB97M-V/def2-TZVPD",
  "gap_ev": [5.4, 5.4],
  "elements": ["Pt", "N", "C", "C", "O", "N", "C", "C", "O", "O", "H", "H", "H", "H", "H", "H", "S", "C", "C", "C", "C", "C", "N", "H", "H", "H", "H", "C", "C", "C", "C", "O", "Si", "O", "O", "C", "C", "C", "C", "O", "C", "C", "C", "C", "H", "H", "H", "H", "H", "H", "H", "H", "H", "H", "H", "H", "H", "H", "H", "H", "H", "H", "H", "H", "H", "H", "H", "H", "H", "H", "H"],
  "positions_angstrom": [[-2.07735, -0.51824, 1.13451], [-0.40825, -0.40094, 2.76631], [-0.97365, 0.14366, 3.98251], [-2.01695, 1.23436, 3.67971], [-2.17775, 2.17386, 4.43341], [-2.74325, 0.99196, 2.56341], [-3.70095, 1.92066, 2.14131], [-3.65715, 2.01456, 0.49601], [-3.81985, 3.12296, 0.05951], [-3.51175, 0.90376, -0.02979], [0.03885, -1.30144, 2.90431], [0.24785, 0.23136, 2.28231], [-0.21295, 0.59096, 4.63511], [-1.48315, -0.64794, 4.54511], [-3.56565, 2.91756, 2.57371], [-4.73105, 1.58176, 2.28801], [-3.10465, -2.49944, 2.52481], [-3.41995, -3.06864, 0.93051], [-4.07095, -4.27074, 0.64411], [-4.26505, -4.60834, -0.67769], [-3.81035, -3.76044, -1.68509], [-3.16035, -2.59424, -1.31879], [-2.98045, -2.26674, -0.05019], [-4.40085, -4.90134, 1.45381], [-4.76325, -5.53354, -0.92179], [-3.96305, -4.00474, -2.72389], [-2.76835, -1.89824, -2.04419], [0.70675, 2.86226, -3.24369], [0.05855, 2.02366, -2.13169], [-1.16355, 1.27566, -2.67429], [-0.35725, 2.90466, -0.95399], [1.03675, 1.08616, -1.71829], [1.03125, 0.09316, -0.41249], [-0.36425, -0.63524, -0.20429], [2.27175, -0.93854, -0.62499], [2.55535, -1.80184, -1.71089], [3.25325, -3.03344, -1.12019], [3.49625, -1.06574, -2.67089], [1.27845, -2.21394, -2.44389], [1.34755, 0.89766, 0.99551], [2.56425, 1.40406, 1.52781], [3.41055, 2.08526, 0.45421], [3.34605, 0.23276, 2.12911], [2.17605, 2.42636, 2.60451], [0.00995, 3.61326, -3.60589], [0.99255, 2.22096, -4.07509], [1.59545, 3.36166, -2.86339], [-1.91425, 1.97946, -3.02369], [-1.58245, 0.66536, -1.87609], [-0.87275, 0.62496, -3.49689], [-1.14405, 3.59896, -1.23649], [0.49775, 3.46306, -0.57969], [-0.72235, 2.26156, -0.15489], [4.12605, -2.72294, -0.55039], [3.57235, -3.70404, -1.91329], [2.57355, -3.56504, -0.45829], [4.41645, -0.80084, -2.15539], [3.01315, -0.15584, -3.01769], [3.73685, -1.69844, -3.52119], [0.58205, -2.65694, -1.73799], [1.49635, -2.92694, -3.23519], [0.81165, -1.33204, -2.86969], [3.65455, 1.37056, -0.32539], [4.32805, 2.46376, 0.89831], [2.86245, 2.91276, 0.01181], [3.52135, -0.49954, 1.34571], [2.76925, -0.24164, 2.92051], [4.29435, 0.57426, 2.53511], [1.56285, 3.20956, 2.16281], [3.06815, 2.87506, 3.03461], [1.60305, 1.95336, 3.39941]],
  "atomic_forces_ev_per_a": [[0.3, 0.8, 2.4], [-1.2, -0.4, -1.7], [-0.4, 0.5, 0.5], [0.8, -0.6, 0.0], [-0.2, -0.2, -0.1], [1.0, -2.0, -0.3], [-0.9, 0.7, -2.4], [-0.1, 2.8, 4.6], [-0.1, 0.0, -1.3], [1.4, -3.9, -1.9], [-0.2, -0.1, -0.2], [0.0, 0.0, -0.1], [-0.1, -0.1, -0.2], [0.1, 0.1, -0.1], [0.2, -0.4, -0.1], [0.1, -0.1, 0.4], [0.5, 2.1, -0.3], [-0.2, -0.5, -0.8], [0.2, 0.3, 0.0], [0.1, 0.1, 0.0], [0.0, 0.1, 0.2], [-0.1, 0.0, -0.7], [0.6, 0.4, 1.4], [-0.1, -0.1, 0.1], [-0.1, -0.1, -0.1], [0.1, 0.1, -0.1], [0.0, 0.1, -0.1], [-0.2, -0.3, 0.4], [-0.5, 0.6, -0.5], [0.3, 0.0, 0.2], [0.2, -0.2, -0.2], [0.6, -0.4, 0.3], [0.2, 0.7, -0.4], [-2.3, -0.2, 0.8], [-0.1, 0.1, 0.4], [0.5, -0.5, -0.6], [-0.2, 0.4, -0.1], [-0.2, -0.1, 0.3], [0.2, 0.1, 0.3], [-0.3, 0.0, 0.1], [0.6, 0.3, 0.5], [-0.3, -0.1, 0.1], [-0.2, 0.2, -0.2], [0.1, -0.3, -0.4], [-0.1, 0.1, 0.0], [0.0, -0.1, -0.1], [0.1, 0.0, 0.0], [-0.1, 0.0, 0.0], [-0.2, 0.0, -0.1], [0.1, 0.0, -0.1], [-0.1, 0.0, 0.0], [0.1, 0.1, 0.1], [-0.2, 0.1, 0.2], [0.1, 0.0, 0.1], [0.0, -0.1, -0.1], [-0.1, -0.1, 0.1], [0.1, 0.0, 0.0], [0.0, 0.1, -0.1], [0.1, 0.0, -0.1], [-0.1, -0.1, 0.1], [0.1, 0.0, -0.1], [-0.1, 0.1, -0.2], [0.1, -0.1, -0.2], [0.1, 0.0, 0.0], [0.0, 0.1, -0.1], [0.1, -0.1, 0.0], [-0.1, 0.0, 0.2], [0.1, 0.0, 0.1], [0.0, 0.1, 0.0], [0.1, 0.0, 0.1], [-0.1, -0.1, 0.1]]
}



{
  "formula": "C2H3NO2",
  "method": "wB97M-V/def2-TZVPD",
  "gap_ev": 11.1,
  "smiles": "O=NO.C#C",
  "elements": ["O", "N", "O", "H", "C", "C", "H", "H"],
  "positions_angstrom": [[0.66970, -1.34240, 1.80470], [1.52344, -1.86031, 1.20127], [2.58351, -1.07615, 0.77996], [2.43547, -0.09519, 1.02221], [-1.62030, 0.15442, -0.25586], [-1.12903, 1.11585, 0.24519], [-2.17895, -0.58956, -0.78012], [-0.74170, 2.08725, 0.30498]],
  "atomic_forces_ev_per_a": [[0.3, 0.7, 0.0], [0.2, -0.8, -0.3], [-0.5, 1.8, 0.5], [-0.1, -1.7, -0.2], [-0.7, -0.6, -0.5], [0.0, 0.3, -0.6], [0.2, -0.2, 0.3], [0.4, 0.6, 0.7]]
}